{
  "formula": "C3H6NO2",
  "method": "ωB97M-V with the def2-TZVPD basis set",
  "elements": ["O", "H", "C", "H", "O", "H", "H", "C", "C", "H", "N", "H"],
  "xyz": [[-1.805, -1.451, -0.089], [0.913, -2.290, 0.735], [0.076, 1.659, 0.035], [1.160, 1.750, 0.118], [-2.464, 0.664, -0.006], [1.100, -1.913, -1.045], [-0.249, 2.064, -0.929], [-0.345, 0.257, 0.228], [1.306, -1.660, -0.028], [-0.378, 2.274, 0.820], [-1.532, -0.226, -0.007], [2.220, -1.127, 0.168]],
  "atomic_forces_ev_per_a": [[-0.155, -0.370, -0.276], [-0.239, -0.301, 0.355], [-0.053, -0.028, 0.068], [-0.012, -0.045, -0.006], [-0.378, 0.063, -0.325], [-0.126, -0.166, -0.363], [-0.019, 0.062, -0.078], [2.441, -2.221, -0.102], [-1.472, 2.581, 0.111], [0.043, 0.079, -0.076], [-0.301, 0.350, 0.618], [0.270, -0.004, 0.074]],
  "homo_energy_ev": [-2.90, -2.75],
  "total_charge": -1,
  "e_lumo_ev": [4.1, 4.2]
}


{
  "formula": "C3H6NO2",
  "method": "ωB97M-V with the def2-TZVPD basis set",
  "elements": ["H", "H", "H", "N", "C", "H", "C", "O", "H", "H", "C", "O"],
  "xyz": [[-0.066, -1.800, -1.432], [-2.514, -0.619, -0.049], [-0.299, 0.926, -0.255], [-0.005, 0.219, -0.939], [-1.786, -1.339, -0.410], [0.950, 0.149, -0.560], [1.558, 1.446, 1.229], [2.029, 0.313, 0.946], [-2.026, -2.387, -0.243], [2.400, 2.138, 1.567], [-0.653, -0.974, -1.045], [0.413, 1.928, 1.191]],
  "atomic_forces_ev_per_a": [[0.262, 0.144, -0.209], [0.316, 0.080, 0.361], [-1.025, -0.485, -0.210], [0.639, 1.285, -0.747], [-0.576, 0.014, -0.605], [0.048, -0.779, -0.704], [1.747, 0.360, 0.545], [-0.738, 0.152, -0.135], [-0.113, 0.129, -0.605], [-0.516, 0.148, 0.058], [0.046, -0.798, 2.308], [-0.089, -0.251, -0.056]],
  "homo_energy_ev": -3.84,
  "total_charge": -1,
  "e_lumo_ev": 4.4
}


{
  "formula": "C3H6NO2",
  "method": "ωB97M-V with the def2-TZVPD basis set",
  "elements": ["C", "H", "H", "C", "N", "H", "O", "H", "H", "H", "C", "O"],
  "xyz": [[0.382, -0.699, 0.242], [1.584, 1.499, 0.831], [0.505, -0.562, 1.321], [-2.356, -0.340, -0.333], [-1.343, -0.327, 0.189], [0.169, 1.997, -0.145], [0.319, -2.041, -0.206], [0.239, -2.677, 0.518], [-3.323, -0.351, -0.779], [1.787, 1.922, -0.889], [1.124, 1.466, -0.158], [0.914, 0.113, -0.590]],
  "atomic_forces_ev_per_a": [[0.032, -3.514, 0.206], [-0.024, -0.134, -0.084], [0.188, 0.052, -0.285], [0.255, 0.064, 0.391], [-0.954, 0.239, -0.378], [0.070, -0.110, -0.033], [0.580, 3.129, 0.271], [0.024, 0.269, 0.252], [-0.325, 0.011, -0.181], [-0.071, -0.131, 0.036], [0.055, 0.700, 0.207], [0.170, -0.576, -0.402]],
  "homo_energy_ev": -16.71,
  "total_charge": 1,
  "smiles": "C#[N+][C@@H](O)OC",
  "e_lumo_ev": -4.2
}


{
  "formula": "C3H6NO2",
  "method": "ωB97M-V with the def2-TZVPD basis set",
  "elements": ["H", "C", "H", "O", "C", "C", "H", "H", "N", "H", "H", "O"],
  "xyz": [[-0.022, -2.533, 0.042], [-1.649, 1.501, 0.011], [-0.381, 2.379, -1.750], [0.616, -0.706, 1.030], [0.860, -1.726, 0.254], [-0.487, 2.032, -0.639], [-2.850, 1.325, 1.629], [1.837, -2.250, 0.512], [-0.834, 0.613, -0.339], [1.223, -1.448, -0.790], [0.228, 2.539, -0.050], [-2.536, 1.848, 0.861]],
  "atomic_forces_ev_per_a": [[1.762, 1.791, 0.993], [-0.108, 0.433, 1.862], [-0.603, -1.028, 2.001], [-0.826, 0.340, -0.653], [-0.841, -2.214, -2.097], [0.077, 1.215, -3.739], [0.520, -0.513, -0.828], [-0.604, 0.344, 0.592], [1.099, -1.993, 0.326], [-0.331, 0.341, 0.469], [0.719, 0.466, 1.042], [-0.864, 0.817, 0.033]],
  "homo_energy_ev": [-14.66, -14.96],
  "total_charge": 1,
  "e_lumo_ev": [-9.0, -8.7]
}


{
  "formula": "C3H6NO3",
  "method": "ωB97M-V with the def2-TZVPD basis set",
  "elements": ["O", "C", "H", "C", "N", "O", "H", "O", "H", "C", "H", "H", "H"],
  "xyz": [[1.014, -0.362, -2.833], [0.029, 1.043, 1.182], [-1.275, 2.397, 0.148], [0.107, 0.327, -2.429], [0.130, -0.371, 1.111], [1.134, -1.118, 1.206], [0.833, 1.553, 0.627], [-0.993, -0.947, 0.982], [-1.986, 0.770, 0.431], [-1.336, 1.556, 0.871], [-0.929, 0.003, -2.266], [0.131, 1.348, -1.955], [-1.816, 2.025, 1.763]],
  "atomic_forces_ev_per_a": [[-1.018, 1.239, 0.276], [0.331, 0.370, -2.393], [0.249, -0.415, 0.394], [0.083, -0.293, 1.095], [-1.438, -4.715, 0.460], [-0.672, 3.084, -0.114], [0.222, -0.309, 1.123], [1.475, 0.788, 0.217], [0.458, 0.687, 0.663], [-0.750, 1.111, 0.105], [-0.248, -0.863, -0.676], [1.159, -0.097, -0.691], [0.147, -0.586, -0.458]],
  "homo_energy_ev": [-10.45, -10.48],
  "spin_multiplicity": 2,
  "e_lumo_ev": [0.1, -2.5]
}


{
  "formula": "C3H6NO3P",
  "method": "ωB97M-V with the def2-TZVPD basis set",
  "elements": ["H", "H", "H", "N", "H", "O", "C", "C", "H", "C", "H", "O", "P", "O"],
  "xyz": [[-1.382, -1.877, 0.561], [1.713, 1.559, -1.599], [2.380, -0.492, -2.264], [2.241, 0.011, 0.186], [-0.319, -0.488, 2.468], [-0.763, 1.710, -1.077], [-0.817, 0.568, -0.943], [-1.183, -0.210, 1.872], [1.549, -0.402, 0.801], [-1.432, -0.807, 0.723], [-1.856, 0.540, 2.272], [-1.900, 0.004, -0.349], [1.679, 0.197, -1.249], [0.089, -0.315, -1.402]],
  "atomic_forces_ev_per_a": [[0.934, 0.148, -0.642], [-0.204, -0.325, -0.591], [-0.577, 0.059, -0.123], [-0.513, -0.170, -0.567], [-0.832, -0.965, 0.672], [0.592, 3.920, -0.718], [-1.591, -2.219, 0.481], [0.128, 0.136, 0.944], [0.360, -0.094, 0.276], [-0.223, 0.038, -0.572], [0.804, 1.072, -0.684], [-0.380, -1.511, 0.471], [0.411, 0.163, 1.448], [1.091, -0.254, -0.395]],
  "homo_energy_ev": -9.31,
  "smiles": "C=COC(=O)O[PH2]=N",
  "e_lumo_ev": 0.4
}


{
  "formula": "C3H6NO3S2",
  "method": "ωB97M-V with the def2-TZVPD basis set",
  "elements": ["C", "H", "H", "C", "H", "H", "C", "O", "O", "H", "S", "O", "N", "S", "H"],
  "xyz": [[1.297, 0.394, 0.100], [2.208, -1.677, 0.640], [0.941, -0.931, 1.863], [1.185, -0.997, 0.788], [2.256, 0.646, -0.345], [0.792, -0.001, -2.093], [0.287, 0.360, -1.122], [-3.242, -0.328, -0.083], [-1.595, 0.225, 1.614], [-0.064, 1.438, -1.279], [-2.013, 0.366, 0.235], [-1.935, 1.689, -0.336], [-0.868, -0.483, -0.757], [-0.182, -1.861, -0.112], [0.932, 1.159, 0.886]],
  "atomic_forces_ev_per_a": [[-1.677, 0.088, 0.457], [-2.621, 1.692, 0.450], [0.228, 0.049, -0.605], [2.384, -1.497, -0.434], [0.329, -0.031, 0.555], [-0.769, 0.196, 1.580], [0.301, 1.736, -0.492], [-0.153, -0.125, 0.286], [0.448, 0.226, 0.239], [0.366, -1.695, -0.058], [-1.163, -0.766, -0.660], [0.028, 0.841, 0.267], [1.128, 1.003, -0.549], [0.467, -0.776, 0.505], [0.704, -0.942, -1.541]],
  "homo_energy_ev": -4.64,
  "total_charge": -1,
  "smiles": "O=S(=O)([O-])N1CCCS1",
  "e_lumo_ev": 3.3
}


{
  "formula": "C3H6NO4",
  "method": "ωB97M-V with the def2-TZVPD basis set",
  "elements": ["H", "O", "H", "H", "H", "C", "O", "O", "H", "C", "H", "N", "C", "O"],
  "xyz": [[-1.374, 1.132, 2.757], [2.241, -1.369, -2.837], [3.096, 0.022, -0.981], [-2.367, -0.285, 2.258], [1.527, 0.316, -0.265], [-1.902, 0.645, 1.935], [0.170, 0.893, 0.831], [-1.426, -0.325, -0.174], [-0.288, -0.649, -1.117], [-0.954, 0.386, 0.763], [-2.707, 1.285, 1.579], [2.119, -0.154, -0.932], [1.577, -0.881, -1.941], [0.289, -1.017, -1.874]],
  "atomic_forces_ev_per_a": [[-0.120, -0.081, -0.081], [0.370, -0.245, -0.442], [0.359, 0.087, -0.022], [0.048, -0.067, 0.064], [-0.290, 0.217, 0.335], [0.005, 0.028, -0.015], [0.783, 0.296, -0.086], [0.348, 0.214, 0.222], [0.016, 0.106, 0.144], [-0.959, -0.315, 0.267], [-0.105, 0.153, 0.018], [0.347, -0.052, 0.047], [0.379, 0.379, 0.433], [-1.182, -0.721, -0.884]],
  "homo_energy_ev": -5.53,
  "total_charge": -1,
  "e_lumo_ev": 4.0
}


Calculated energy relative to the best compared isomer or geometry (same formula, charge and spin), 742.7 119.7 190.2 755.0 459.9 255.5 0.0 0.0 kJ/mol (same order as the records).
Calculated calculated total energy, -8787.51978 -8793.97626 -8784.01053 -8778.15654 -10834.41780 -20126.86439 -32512.52916 -12892.07027 eV (same order as the records).